(1)
Molecular formula: C4H2N2
Method: DFT, ωB97M-V/def2-TZVPD

Properties
total energy	-262.8056	Ha
relative energy (zero: lowest compared OMol25 entry of this formula, charge and spin)	2.9	kcal per mole
<S²>	2.01
HOMO-LUMO gap (alpha / beta)	6.722 / 7.271	eV
HOMO energy (alpha / beta)	-0.22559 / -0.38331	hartree

```
! RIJCOSX wB97M-V def2-TZVPD def2/J DEFGRID3
* xyz 0 3
C 0.492 -2.644 -0.970
C -0.447 2.321 1.578
C 0.171 -1.449 -1.011
C -0.303 0.983 -0.981
N 0.210 1.371 1.421
N -0.087 -0.198 -0.970
H 1.043 -3.459 -0.543
H -1.080 3.076 1.475
*
```

(2)
Molecular formula: C4H2N2O4S2
Method: DFT, ωB97M-V/def2-TZVPD

Properties
total energy	-1360.4472	Ha
relative energy (zero: lowest compared OMol25 entry of this formula, charge and spin)	15.3	kcal per mole
HOMO-LUMO gap	4.428	eV
HOMO energy	0.02332	hartree

```
! RIJCOSX wB97M-V def2-TZVPD def2/J DEFGRID3
* xyz -2 1
C -1.172 1.319 0.376
C 0.524 2.206 -1.216
C -0.147 0.378 -0.098
C 1.689 -1.592 -0.403
N 0.845 1.018 -0.930
N 0.035 -0.815 0.320
O 2.491 -1.078 0.276
O -2.131 -2.393 0.565
O 1.437 -2.215 -1.339
O -0.345 -2.357 2.304
S -0.882 2.835 -0.379
S -1.217 -1.581 1.401
H -2.110 1.339 0.975
H 0.984 2.936 -1.851
*
```

(3)
Molecular formula: C4H2NO3
Method: DFT, ωB97M-V/def2-TZVPD

Properties
total energy	-434.0469	Ha
relative energy (zero: lowest compared OMol25 entry of this formula, charge and spin)	73.9	kcal per mole
HOMO-LUMO gap	8.065	eV
HOMO energy	-0.15048	hartree

```
! RIJCOSX wB97M-V def2-TZVPD def2/J DEFGRID3
* xyz -1 1
C -1.179 -1.128 -0.475
C -1.041 1.272 0.203
C 1.428 -0.292 0.287
C -0.396 0.056 -0.237
N -1.795 -2.128 -0.619
O -1.363 2.098 1.019
O -0.687 1.228 -1.114
O 1.972 0.477 1.100
H 1.271 -1.372 0.549
H 1.790 -0.212 -0.713
*
```

(4)
Molecular formula: C4H2NO3S
Method: DFT, ωB97M-V/def2-TZVPD

Properties
total energy	-832.0904	Ha
relative energy (zero: lowest compared OMol25 entry of this formula, charge and spin)	149.3	kcal per mole
HOMO-LUMO gap	6.366	eV
HOMO energy	-0.13895	hartree
SMILES string	[O-][N+]([O-])=C=COC=C=S

```
! RIJCOSX wB97M-V def2-TZVPD def2/J DEFGRID3
* xyz -1 1
O -2.725 1.017 -1.127
N -2.165 0.989 -0.001
O -2.811 1.023 1.078
C -0.870 0.862 0.037
C 0.387 1.160 0.037
O 1.556 0.377 -0.005
C 1.750 -0.980 -0.021
C 1.020 -2.062 -0.006
S 0.238 -3.429 0.007
H 0.792 2.177 0.052
H 2.829 -1.134 -0.051
*
```

(5)
Molecular formula: C4H2O
Method: DFT, ωB97M-V/def2-TZVPD

Properties
total energy	-228.5052	Ha
relative energy (zero: lowest compared OMol25 entry of this formula, charge and spin)	60.1	kcal per mole
<S²>	2.04
HOMO-LUMO gap (alpha / beta)	7.470 / 6.785	eV
HOMO energy (alpha / beta)	-0.28129 / -0.37305	hartree

```
! RIJCOSX wB97M-V def2-TZVPD def2/J DEFGRID3
* xyz 0 3
C 0.610 0.170 0.577
C -0.659 0.232 -0.399
C -0.560 0.991 0.765
C 0.397 -0.773 -0.438
O -1.107 1.779 1.481
H 1.180 -0.593 -1.872
H 0.141 -1.806 -0.114
*
```

(6)
Molecular formula: C4H2O2
Method: DFT, ωB97M-V/def2-TZVPD

Properties
total energy	-303.9978	Ha
relative energy (zero: lowest compared OMol25 entry of this formula, charge and spin)	7.6	kcal per mole
HOMO-LUMO gap	9.371	eV
HOMO energy	-0.38079	hartree
SMILES string	C#CC(=O)C=O

```
! RIJCOSX wB97M-V def2-TZVPD def2/J DEFGRID3
* xyz 0 1
C 2.083 -0.096 -0.435
C 0.986 0.258 -0.085
C -0.374 0.652 0.221
O -0.722 1.779 0.496
C -1.423 -0.461 0.180
O -1.174 -1.594 0.499
H 3.053 -0.418 -0.750
H -2.429 -0.120 -0.126
*
```

(7)
Molecular formula: C4H2O2
Method: DFT, ωB97M-V/def2-TZVPD

Properties
total energy	-303.8907	Ha
relative energy (zero: lowest compared OMol25 entry of this formula, charge and spin)	74.8	kcal per mole
HOMO-LUMO gap	8.048	eV
HOMO energy	-0.32966	hartree

```
! RIJCOSX wB97M-V def2-TZVPD def2/J DEFGRID3
* xyz 0 1
C -0.309 0.817 0.096
C 1.007 0.669 0.038
C -1.650 -1.189 0.368
C 2.110 0.051 -0.075
O -1.229 -0.124 -0.198
O 3.200 -0.372 -0.100
H -0.758 1.799 0.213
H -2.371 -1.651 -0.342
*
```

(8)
Molecular formula: C4H2O3
Method: DFT, ωB97M-V/def2-TZVPD

Properties
total energy	-379.2483	Ha
relative energy (zero: lowest compared OMol25 entry of this formula, charge and spin)	57.9	kcal per mole
HOMO-LUMO gap	9.003	eV
HOMO energy	-0.38608	hartree
SMILES string	O=C1C=CC(=O)O1

```
! RIJCOSX wB97M-V def2-TZVPD def2/J DEFGRID3
* xyz 0 1
O -1.878 1.495 0.605
C -1.043 0.748 0.118
C -0.228 -0.272 0.916
C 0.851 -0.670 0.213
C 0.583 -0.048 -1.142
O 0.673 -0.430 -2.437
O -0.312 0.920 -1.148
H -0.377 -0.517 2.051
H 1.731 -1.226 0.824
*
```

(9)
Molecular formula: C4H2O4
Method: DFT, ωB97M-V/def2-TZVPD

Properties
total energy	-454.5364	Ha
relative energy (zero: lowest compared OMol25 entry of this formula, charge and spin)	10.3	kcal per mole
HOMO-LUMO gap	8.965	eV
HOMO energy	-0.34817	hartree
SMILES string	O=C1CC(=O)C(=O)O1

```
! RIJCOSX wB97M-V def2-TZVPD def2/J DEFGRID3
* xyz 0 1
O 1.418 2.051 0.474
C 0.959 1.001 0.244
C -0.178 0.620 -0.812
C -0.734 -0.687 -0.451
O -1.567 -1.395 -0.913
C 0.104 -1.199 1.057
O -0.305 -2.162 1.608
O 0.936 -0.260 1.340
H 0.308 0.636 -1.788
H -0.940 1.396 -0.759
*
```